This record from OMol25 describes one molecule with the formula C2H3NO2. The level of theory is the ωB97M-V functional and the def2-TZVPD basis.

CARTESIAN COORDINATES (ANGSTROEM)
C 1.4625 -0.3088 -0.0151
C 0.2602 0.5375 -0.1041
N -2.1421 0.2488 -0.0583
O 2.5722 0.0953 -0.1091
O -0.7835 -0.2250 -0.1161
H 1.1102 -1.3027 0.2700
H 0.0953 1.5901 -0.1636
H -2.5748 -0.6352 0.2962

Cartesian forces, eV/Å:
C -2.292 1.046 0.459
C -0.289 -0.629 -0.571
N 2.556 -0.902 0.242
O 1.957 0.215 -0.197
O -3.204 -0.162 0.918
H 0.585 -0.792 -0.161
H 0.353 0.650 -0.039
H 0.334 0.574 -0.651

The spin multiplicity is 1. As for the HOMO-LUMO gap (alpha / beta): 0.2831 / 0.3488 hartree. The value obtained for the energy above the lowest of the compared OMol25 structures with the same formula, charge and spin is 490.8 kJ/mol. The calculated total energy comes out at -7702.7559 eV.

Per-atom natural (NBO) charges, elementary charge units: C 0.32; C 0.12; N -0.28; O -0.49; O -0.29; H 0.12; H 0.19; H 0.30